# 1
Entry from OMol25: a structure of composition C42H67BF4Ge2N7O3P2STi in a non-equilibrium geometry (wB97M-V/def2-TZVPD).

The HOMO-LUMO gap (alpha / beta) comes out at 6.214 / 5.060 eV. As for the total charge: +2. Its multiplicity is 2. For the HOMO energy (alpha / beta), the calculation gives -12.60 / -12.56 eV. As for the total energy: -8757.8265 Ha. The relative energy (zero: lowest compared OMol25 entry of this formula, charge and spin) is 78.9 kcal/mol.

Geometry as XYZ:
```
130
Properties=species:S:1:pos:R:3:mulliken_spin:R:1
Ge -1.339 -0.170 -2.765 0.025
Ge -2.200 1.947 -0.609 0.098
Ti 0.143 0.594 -0.653 0.683
S 1.429 -1.727 -4.040 0.003
P -2.020 2.653 3.371 0.006
P -0.611 -0.587 2.302 0.008
F 3.411 2.574 -1.031 0.000
F 1.474 1.287 -1.725 -0.040
F 2.134 3.357 -2.774 -0.001
F 3.495 1.519 -3.055 -0.001
O 2.599 1.867 4.062 0.000
O 1.337 -1.190 -2.629 0.045
O 5.419 0.719 3.438 0.000
N 3.418 -5.653 0.620 0.000
N 0.616 2.356 0.423 -0.015
N 3.765 -4.453 1.177 0.000
N 2.715 -2.619 0.089 -0.002
N 3.103 -6.462 1.541 0.000
N 1.193 -1.058 0.013 -0.032
N 4.412 2.770 3.021 0.000
C 2.969 -1.103 -4.758 0.000
C 3.552 -0.292 0.443 -0.002
C 1.515 -3.254 -0.162 0.002
C 3.790 -3.594 3.570 0.000
C -2.261 1.002 4.168 0.000
C 3.979 -3.331 0.332 -0.001
C 5.373 2.081 3.842 0.000
C -3.113 0.708 -2.998 0.012
C -2.003 -2.831 -4.187 -0.004
C -4.127 0.307 -3.984 0.003
C -4.803 1.024 0.549 -0.001
C -2.391 3.931 -0.257 0.017
C -5.480 0.575 -3.747 0.003
C 3.100 -5.375 5.081 0.000
C 0.664 3.586 -0.113 0.061
C 3.086 2.518 3.161 -0.001
C 3.626 -4.512 2.537 0.000
C 1.360 2.126 1.507 0.046
C -0.791 1.199 -5.447 -0.004
C -6.442 0.249 -4.687 -0.002
C -6.073 -0.350 -5.884 0.008
C 1.956 -3.446 -3.850 0.000
C 2.251 4.334 1.509 0.009
C -3.333 0.633 0.433 0.060
C 0.582 -2.282 -0.200 0.026
C -1.598 -2.191 -2.858 0.002
C 2.227 3.054 2.045 -0.005
C -0.301 1.067 -4.010 0.011
C 3.209 -5.831 2.764 0.000
C 0.844 -1.535 2.947 -0.001
C -3.777 -0.316 -5.184 0.003
C 1.423 4.604 0.430 0.002
C -3.852 4.342 -0.080 0.006
C -3.209 1.824 -2.266 0.016
C -1.845 -1.969 2.167 -0.001
C -4.738 -0.633 -6.130 -0.005
C 3.516 -4.054 4.841 0.000
C -0.852 3.391 4.599 0.000
C 2.946 -6.283 4.057 0.000
C 2.491 -1.296 0.178 0.033
C -1.070 0.057 3.999 0.001
C -3.561 3.453 3.994 0.000
B 2.826 2.339 -2.237 0.001
H 2.859 -1.148 -5.841 0.000
H -0.406 2.033 -3.509 -0.002
H -3.965 2.573 -2.497 -0.004
H 3.824 -1.695 -4.439 0.000
H -2.424 1.173 5.236 0.000
H 4.425 -0.476 -0.185 0.001
H -1.831 1.519 -5.486 -0.001
H 3.189 0.704 0.214 0.002
H -4.446 -1.101 -7.061 0.000
H -1.930 -3.917 -4.102 -0.001
H -1.986 4.420 -1.147 0.002
H 1.448 -4.321 -0.295 -0.001
H 4.384 -3.696 -0.610 0.000
H -4.462 4.050 -0.933 0.000
H 0.120 2.899 4.585 0.000
H 2.900 -5.679 6.099 0.000
H 5.796 0.201 4.158 0.000
H -2.231 -2.067 1.153 0.000
H -2.690 -1.770 2.825 0.000
H -0.481 -2.376 -0.345 -0.010
H -3.619 3.369 5.080 0.000
H -5.772 1.038 -2.813 -0.001
H 0.754 0.814 -3.992 0.001
H -1.800 4.240 0.603 -0.003
H -6.824 -0.598 -6.622 0.000
H 6.342 2.560 3.698 0.000
H -0.692 -2.652 -2.474 0.005
H 1.688 -0.866 3.138 0.000
H -3.030 -2.585 -4.440 0.001
H -2.908 0.477 1.422 -0.010
H 0.096 3.748 -1.017 -0.033
H -0.690 0.263 -6.000 0.000
H 2.793 -3.478 -3.154 0.000
H -0.708 4.445 4.355 0.000
H -4.437 2.972 3.558 0.000
H 1.150 -2.319 2.255 0.000
H -0.189 1.952 -5.958 0.002
H 5.065 2.165 4.884 0.000
H -3.570 4.509 3.721 0.000
H -1.268 3.319 5.605 0.000
H -5.231 1.255 -0.425 -0.001
H -5.372 0.199 0.983 0.005
H 0.566 -2.003 3.891 0.000
H -4.932 1.893 1.193 -0.001
H -3.179 0.554 3.775 0.000
H 1.390 5.586 -0.021 0.000
H -1.386 -2.912 2.460 0.000
H 2.637 -7.304 4.231 0.000
H -2.391 -2.368 -2.124 -0.002
H -1.363 -2.520 -5.014 0.000
H 4.682 -2.641 0.792 0.000
H 2.245 -3.834 -4.826 0.000
H -3.238 -0.298 -0.135 0.005
H 3.104 -0.068 -4.450 0.000
H -7.483 0.461 -4.486 0.000
H -4.285 3.904 0.816 -0.002
H -0.172 0.534 4.403 0.000
H 4.121 -2.577 3.393 0.000
H 1.120 -4.024 -3.461 0.000
H -1.251 -0.847 4.585 0.000
H 3.627 -3.381 5.682 0.000
H -3.907 5.427 0.015 0.003
H -2.735 -0.522 -5.383 -0.001
H 3.880 -0.308 1.487 0.003
H 1.285 1.154 1.977 -0.029
H 4.737 3.192 2.166 0.000
H 2.900 5.098 1.920 -0.001
```

=====

# 2
Entry from OMol25: a cluster of 2 separate species, C4H12N2S2 in total in a non-equilibrium geometry (wB97M-V/def2-TZVPD).

The HOMO-LUMO gap comes out at 3.711 eV. For the HOMO energy, the calculation gives -6.91 eV. As for the total energy: -1065.2925 Ha. The relative energy (zero: lowest compared OMol25 entry of this formula, charge and spin) is 121.4 kcal/mol.

Geometry as XYZ:
```
20
Properties=species:S:1:pos:R:3:lowdin_charge:R:1
S 2.606 -0.985 -0.361 0.509
S -2.199 1.204 0.329 0.898
N -1.864 -2.206 0.744 0.037
N 1.640 1.656 1.102 -0.010
C -1.307 -1.457 -0.412 -0.346
C 1.730 0.368 -1.028 -0.766
C -1.984 -0.157 -0.770 -0.349
C 0.865 1.069 0.020 -0.483
H -1.912 -1.510 1.479 0.040
H -2.847 -2.346 0.515 0.075
H 1.025 0.116 -1.847 0.062
H -0.231 -1.270 -0.256 0.055
H 0.130 0.350 0.386 0.002
H -2.768 -0.162 -1.508 0.052
H -1.403 -2.063 -1.318 0.120
H 2.320 0.961 1.390 0.019
H 0.291 1.851 -0.499 0.076
H -1.921 0.450 1.365 -0.123
H 2.377 1.138 -1.475 0.078
H 1.028 1.781 1.895 0.052
```

=====

# 3
Entry from OMol25: an isolated molecule of C4H12N2OS in a non-equilibrium geometry (wB97M-V/def2-TZVPD).

The HOMO-LUMO gap comes out at 9.542 eV. For the HOMO energy, the calculation gives -8.78 eV. As for the SMILES: NC[C@@H](CS)NCO. As for the total energy: -742.4626 Ha. The relative energy (zero: lowest compared OMol25 entry of this formula, charge and spin) is 61.7 kcal/mol.

Geometry as XYZ:
```
20
Properties=species:S:1:pos:R:3:lowdin_charge:R:1
S -1.647 1.097 -2.539 0.692
O 0.420 -2.920 1.758 -0.095
N 0.179 2.199 0.811 -0.006
N 0.413 -1.239 0.171 -0.025
C 0.764 1.168 -0.120 -0.236
C -0.911 -0.308 -1.668 -0.531
C -0.207 0.014 -0.292 -0.400
C -0.014 -1.613 1.513 -0.292
H -1.074 2.171 -1.956 -0.166
H 1.767 1.001 0.257 0.103
H 0.449 -0.997 2.200 0.096
H 1.021 1.803 -1.026 0.109
H -1.658 -1.086 -1.441 0.073
H -0.695 2.471 0.415 0.037
H -1.037 0.370 0.313 0.123
H 1.382 -1.310 -0.119 0.120
H -1.041 -1.711 1.632 0.113
H -0.227 -0.910 -2.344 0.083
H 0.746 2.954 1.091 0.044
H 1.369 -3.155 1.344 0.158
```